1.
Below is 2 unconnected molecules or ions with the total composition C3H4N2O at a distorted geometry, with properties calculated with wB97M-V/def2-TZVPD.

## Properties
Charge: 0
E_LUMO: 0.6 eV
Kohn-Sham gap: 10.1 eV
E_tot: -301.4132 hartree
ΔE to the lowest compared entry with this formula, charge and spin: 2.015 eV
Molecular weight: 84.08 g/mol

```
10
C3H4N2O (wB97M-V/def2-TZVPD)
O 0.56932 -2.80111 -1.04795
H -2.70089 0.20779 -0.23083
H 1.61668 0.12734 -0.81992
H -0.25658 2.38297 0.71495
C 1.12098 -1.79280 -0.82029
N -1.73419 0.11663 -0.56160
N 1.77884 -0.81892 -0.50724
C -0.10089 1.32599 0.92522
H 0.60491 1.02659 1.69542
C -0.90223 0.53930 0.23978
```

2.
Below is C5H7N in the gas phase, with properties calculated with wB97M-V/def2-TZVPD.

## Properties
Charge: 0
E_LUMO (alpha / beta): -0.5 / -0.5 eV
Kohn-Sham gap (alpha / beta): 7.1 / 7.1 eV
E_tot: -249.2626 hartree
ΔE to the lowest compared entry with this formula, charge and spin: 5.731 eV
Molecular weight: 81.12 g/mol

```
13
C5H7N (wB97M-V/def2-TZVPD)
H 0.00260 1.13023 -2.10383
C 1.22157 -0.90395 1.06277
H 1.55348 -1.81558 1.55016
H -0.67713 -0.69036 2.22967
C -0.06646 -0.24863 1.45004
C -0.70736 0.69921 -1.38823
H 2.01711 -0.25376 0.69547
N 0.02648 -1.00328 0.23681
C -0.03381 -0.44605 -0.98999
H -1.91766 2.32441 -1.36871
H 0.65004 -0.90058 -1.71061
H -0.15624 0.83131 1.33180
C -1.91262 1.27704 -0.99536
```

3.
Below is a molecular structure, C9H15Br3N3OS at a distorted geometry, with properties calculated with wB97M-V/def2-TZVPD.

## Properties
Charge: +1
E_LUMO: -4.6 eV
Kohn-Sham gap: 7.4 eV
E_tot: -8711.3918 hartree
ΔE to the lowest compared entry with this formula, charge and spin: 0.167 eV
Molecular weight: 453.02 g/mol

```
32
C9H15Br3N3OS (wB97M-V/def2-TZVPD)
C -1.84999 0.25961 1.82390
H -2.34515 -1.50934 1.11449
H -3.42425 3.16602 1.57198
C -1.05299 1.08190 0.78671
Br 3.93913 -3.40698 -3.43448
H -2.50579 1.64090 3.48919
C 0.45590 -0.81365 -0.08701
H 2.82703 -2.05437 -0.68134
Br 1.60648 -3.72508 -5.57496
N -2.77117 2.39581 1.48769
N 0.07014 1.71520 1.57806
H -0.10972 0.99264 -1.16044
C 0.75749 2.58785 1.07662
C -2.75608 1.31706 2.48429
S 1.63831 3.70561 0.47742
C 1.90328 -0.41630 0.14312
C 2.17900 -2.85310 -3.96633
H -1.39908 -0.14290 -0.87268
H -3.76580 0.90703 2.50091
O -2.73363 -0.63121 1.18466
C -1.92181 2.26617 0.54338
H -1.18288 -0.23292 2.52419
H 2.04808 0.11892 1.07968
C -0.52318 0.31859 -0.40781
H 0.11620 -1.43074 0.74683
H -1.84798 2.98995 -0.25772
H 3.66274 -1.33986 0.52671
H 2.23827 0.25854 -0.65689
N 2.73788 -1.61624 0.22661
H 0.45680 -1.46058 -0.96795
H 1.50208 -3.15448 -3.18070
Br 2.05070 -0.93404 -4.11814
```

4.
Below is a molecular structure, C26H44BrN3OP2Pd at a distorted geometry, with properties calculated with wB97M-V/def2-TZVPD.

## Properties
Charge: +2
E_LUMO (alpha / beta): -6.4 / -8.9 eV
Kohn-Sham gap (alpha / beta): 6.9 / 5.4 eV
E_tot: -4640.6306 hartree
ΔE to the lowest compared entry with this formula, charge and spin: 0.779 eV
Molecular weight: 662.93 g/mol
Multiplicity: 3

```
78
C26H44BrN3OP2Pd (wB97M-V/def2-TZVPD)
H -0.72820 3.13922 -5.20878
N 0.64871 -1.88357 6.34321
C 0.90567 -2.93261 3.76910
C -0.47256 2.14899 -5.59899
H -0.06028 3.20051 2.13934
H 3.24564 1.46893 -1.04316
H -3.50051 3.16222 -3.20904
H -2.65949 -0.35422 -2.29655
H -1.36643 -2.45215 6.28630
H -3.26508 -0.83280 4.28712
H 3.57901 -1.42595 0.06537
C -1.78202 2.05140 -2.52591
H -3.64878 1.42084 -3.48123
C 1.99944 -2.86328 1.58210
H 0.17438 0.14754 3.31003
C -1.78825 -0.65920 -2.90001
H 0.03274 -3.91727 -0.06874
H -1.36486 1.65001 -5.99389
H -2.15951 3.20561 -0.01920
H -2.81952 -2.10080 -4.09429
C 0.94188 -3.20282 2.35022
H -4.21975 -1.78084 2.43648
C 1.69490 1.04385 2.06620
C -0.41522 -2.42525 5.74288
N -2.71984 -0.27710 3.63149
H -1.29672 -1.46039 -2.31587
Br 1.49347 -1.85419 -4.43365
Pd 1.07131 -0.37280 -1.82303
H 1.60477 0.71731 4.19818
H 1.40144 3.38406 -0.85534
H 0.60564 0.36124 -5.03375
C -0.53316 2.66581 1.31007
H -0.60493 4.00155 -0.41998
C 1.83602 -1.87972 5.73468
C 1.62049 -2.23644 -2.55236
H -1.55084 4.53003 0.97824
C -2.94492 2.26281 -3.50511
H -1.24190 2.99077 -2.33835
C 2.02746 -2.41239 4.45296
C 0.63079 -3.07086 -1.92732
H -3.25210 -2.07005 1.05773
H 1.16910 1.82174 -4.25093
H 0.20822 2.31025 -6.44338
H 2.69004 -1.46002 6.27948
H -0.13655 -3.55539 -2.54310
H 3.74329 3.15833 -1.11499
H -1.24394 1.96691 1.76528
C 0.75687 -3.26497 -0.56302
C 2.81858 -1.93642 -0.52409
H 0.07380 -3.71051 1.92585
H 3.78596 -1.76969 -2.46583
H 2.54472 1.73349 2.18106
C 1.82897 -2.68352 0.16027
C -2.21844 -1.19168 -4.25788
C 2.87034 -1.94403 -1.90826
H -2.18563 1.70812 -1.56116
C 1.92128 2.88421 -0.02818
C 3.29316 2.39966 -0.46869
H -2.06900 0.39359 4.02579
H 1.99290 3.60989 0.79649
H 2.97212 -2.59027 1.99948
C -2.42895 -0.80287 2.39084
H -1.19368 -3.39850 3.97455
H -1.33118 -1.47404 -4.84370
C 0.91899 0.95130 3.37473
H 3.02381 -2.40080 4.01208
P -0.58543 0.75321 -3.00572
H -2.61526 2.41624 -4.54008
C -1.24793 3.65033 0.39617
H 3.95101 2.25347 0.39037
C 0.24973 1.29491 -4.56740
H 0.40997 1.88936 3.62960
N -3.28549 -1.83839 2.04432
H -2.83901 -0.48265 -4.83412
P 0.75520 1.56157 0.54121
H 2.11518 0.05938 1.81032
O -1.51107 -0.41826 1.65807
C -0.32056 -2.98195 4.46743
```

Question: Which formula does entry 3 have?
Answer: C9H15Br3N3OS

Question: What is the E_tot in the third record?
Answer: -8711.3918 hartree